1.
C5H8N | the ωB97M-V functional and the def2-TZVPD basis

Element x y z (Å)
1 N -0.12858 0.78555 -0.90446
2 C 0.17345 1.36619 -2.23519
3 C -1.93688 -0.69655 2.01318
4 C -0.70429 -1.03182 1.98714
5 C 0.63883 0.11297 -0.23249
6 C 0.45579 -0.76663 1.00856
7 H 0.50106 -1.78858 0.47352
8 H 1.11356 0.97821 -2.55012
9 H 1.69562 0.12193 -0.64067
10 H -0.29502 -1.82260 2.69666
11 H -2.84251 -0.11755 1.93624
12 H -0.63632 1.10049 -2.88489
13 H 0.54169 2.34878 -2.18237
14 H 1.42360 -0.59038 1.51488

Calculated values
* lowest unoccupied orbital energy: -7.721 eV
* E: -249.594509 Eh
* total charge: +1
* ΔE to the lowest compared entry with this formula, charge and spin: 605.5 kJ/mol
* HOMO-LUMO gap: 5.692 eV
* E_HOMO: -0.493 Eh
* molar mass: 82.1 u

***

2.
C40H47N7OPReS2Sb | the ωB97M-V functional and the def2-TZVPD basis

Element x y z (Å)
1 Re -0.41354 0.44160 0.28588
2 Sb -3.03036 -0.79243 3.00201
3 S -5.01833 3.06108 1.55540
4 S -2.59250 2.55859 -3.21981
5 P 1.62647 0.53862 -1.02973
6 O -1.01668 -1.56547 -0.32489
7 N -1.65073 1.27373 -1.24010
8 N -0.95410 -3.82735 -0.18091
9 N -0.95081 -2.80462 -2.25716
10 N 0.94655 -0.77444 1.58646
11 N -0.62417 3.88938 2.76490
12 N -0.09852 2.11287 1.55169
13 N -3.01290 1.47609 1.47438
14 C 3.20017 -1.69282 1.98425
15 C 1.08912 2.64070 2.11235
16 C 0.75383 3.77427 2.86038
17 C 4.13748 -0.56791 -0.37466
18 C 1.96951 -1.66634 -2.70453
19 C 2.29678 4.58325 -1.35161
20 C -3.45962 1.19369 -2.65503
21 C 2.79972 -0.40716 -0.01229
22 C 1.68314 4.56668 3.51784
23 C 3.00522 4.18682 3.41085
24 C 2.29859 2.17318 -1.44289
25 C 1.28459 -0.25015 -5.00466
26 C -2.82216 0.63519 -1.60231
27 C -2.51990 -2.43562 4.31424
28 C 3.42797 4.61913 -2.15514
29 C -2.52271 2.71883 1.79601
30 C -4.30752 1.52791 1.31163
31 C -3.47966 3.69420 1.90011
32 C 1.70553 -1.57255 -5.09383
33 C -0.97328 -2.70607 -0.92451
34 C 3.41188 2.21769 -2.28847
35 C -3.57561 0.70472 4.43874
36 C 1.58223 -0.32723 -2.61507
37 C 2.43048 2.28207 2.00929
38 C -1.41555 2.30440 -2.03594
39 C -4.91079 -1.49157 2.23443
40 C -1.56596 -5.17606 -2.12820
41 C 2.34224 -0.96938 1.17076
42 C -1.06391 -1.64978 -3.13381
43 C 3.98311 3.43504 -2.62149
44 C -0.90806 -5.17665 -0.76576
45 C -0.89710 -3.77754 1.26862
46 C 2.03962 -2.28042 -3.94618
47 C -1.10233 2.89537 2.02150
48 C -0.90042 -4.09889 -2.95531
49 C 4.53431 -1.82761 1.63122
50 C 5.00478 -1.26269 0.45317
51 C 1.74153 3.36748 -0.98557
52 C 3.36602 3.05794 2.66639
53 C 1.22123 0.37346 -3.77007
54 H 6.04706 -1.36176 0.18122
55 H -5.53645 -0.65962 1.92626
56 H 4.85803 3.45664 -3.25752
57 H 0.96634 -0.45854 2.55577
58 H 4.41064 2.78438 2.60047
59 H 0.87220 3.34861 -0.34642
60 H -4.37308 0.87175 -3.13100
61 H 1.85180 5.50816 -1.00763
62 H 3.82349 1.31032 -2.71004
63 H 0.51311 -1.69646 1.60139
64 H 3.77199 4.77074 3.90096
65 H -0.83114 -0.74051 -2.59716
66 H -4.76117 -2.18465 1.40981
67 H -3.35965 4.74517 2.11877
68 H 0.14427 -4.35764 -3.14841
69 H -0.54764 2.94266 -1.94956
70 H 0.93258 1.41617 -3.70314
71 H 2.83842 -2.14171 2.90335
72 H -3.25923 -2.38120 5.11587
73 H -2.69590 1.01341 4.99942
74 H -4.04055 1.56189 3.95774
75 H -2.63501 -4.97758 -2.02996
76 H -1.24652 -2.81072 1.62468
77 H -2.61521 -3.37841 3.78222
78 H -1.52101 -2.32972 4.73008
79 H -4.89712 0.67094 1.02172
80 H 3.86637 5.56894 -2.43055
81 H 0.11721 -3.97411 1.63211
82 H 2.74691 1.43614 1.42399
83 H 2.38465 -3.30337 -4.02384
84 H -1.44476 -6.14702 -2.60420
85 H 5.20804 -2.37030 2.28082
86 H 4.50767 -0.15493 -1.30238
87 H -1.42520 -5.85628 -0.09060
88 H 1.38665 5.43941 4.08523
89 H -3.13699 -0.23640 -1.05083
90 H -5.38114 -2.00986 3.07172
91 H 0.13277 -5.50391 -0.83752
92 H -2.07262 -1.59102 -3.54989
93 H -1.17630 4.60633 3.21458
94 H -1.39664 -3.97763 -3.91632
95 H -1.54533 -4.55297 1.67453
96 H 2.24879 -2.21512 -1.81406
97 H -4.28901 0.22247 5.10885
98 H 1.03208 0.29749 -5.90309
99 H -0.35812 -1.75767 -3.95655
100 H 1.78982 -2.04575 -6.06346

Calculated values
* lowest unoccupied orbital energy (alpha / beta): -11.896 / -12.911 eV
* multiplicity: 2
* E: -3465.915288 Eh
* total charge: +4
* expectation value of S²: 0.7553
* ΔE to the lowest compared entry with this formula, charge and spin: 4.9 kJ/mol
* HOMO-LUMO gap (alpha / beta): 6.432 / 5.412 eV
* E_HOMO (alpha / beta): -0.674 / -0.673 Eh
* molar mass: 1044.9 u

***

3.
C25H22F3NO3 | the ωB97M-V functional and the def2-TZVPD basis

Element x y z (Å)
1 F -3.53440 -0.96560 -5.20906
2 F -2.57463 0.65094 -6.35196
3 F -4.55288 0.96231 -5.45474
4 O 0.20973 5.29752 1.17891
5 O -3.20359 1.66480 -3.32112
6 O 6.00637 -2.54459 0.95216
7 N -1.47913 0.34033 -3.77761
8 C 0.76807 -0.35540 1.01092
9 C 4.74368 -1.96298 0.92662
10 C 2.13013 -0.90155 1.00784
11 C 0.29387 3.91374 1.07470
12 C 4.35896 -0.91772 0.07268
13 C 6.93772 -1.99467 0.04991
14 C -0.65166 5.90920 0.24965
15 C 0.57910 1.10340 1.01891
16 C 2.50699 -1.96031 1.84975
17 C -3.72221 -3.96221 0.76909
18 C -3.36105 0.36157 -5.30395
19 C -0.32757 -1.24934 0.99573
20 C -2.66882 0.84793 -4.03877
21 C -4.99142 -3.41215 0.73236
22 C 1.10860 3.24445 2.00234
23 C -2.61740 -3.15151 0.89305
24 C -0.36661 3.13488 0.10930
25 C -1.63297 -0.86870 1.06438
26 C -2.75646 -1.75852 0.98371
27 C 3.78086 -2.45679 1.82114
28 C 1.26271 1.88721 1.96530
29 C -4.05287 -1.22397 0.96127
30 C 3.09920 -0.38790 0.12889
31 C -5.15088 -2.04280 0.83194
32 C -0.24304 1.77177 0.09295
33 H -4.17965 -0.15725 1.03993
34 H 7.06877 -0.93102 0.25214
35 H -0.66781 6.98120 0.44795
36 H -5.85295 -4.05253 0.63248
37 H -0.09558 -2.29487 0.90938
38 H -0.28248 5.74210 -0.76253
39 H 1.60971 3.83012 2.75247
40 H -6.13938 -1.61283 0.80376
41 H -1.66248 5.51481 0.36055
42 H 4.07361 -3.24681 2.48762
43 H 2.81755 0.40916 -0.53649
44 H 5.05411 -0.54142 -0.65354
45 H -1.63798 -3.59724 0.92653
46 H 1.88841 1.39102 2.68786
47 H -0.99826 0.63383 -2.97130
48 H 7.89236 -2.50225 0.19385
49 H -0.75820 1.19668 -0.65647
50 H -3.59739 -5.03025 0.69823
51 H 6.60442 -2.15237 -0.97682
52 H 1.79019 -2.35035 2.55079
53 H -0.97113 3.61822 -0.63636
54 H -1.85423 0.17874 1.16363

Calculated values
* lowest unoccupied orbital energy: -3.099 eV
* E: -1545.787887 Eh
* ΔE to the lowest compared entry with this formula, charge and spin: 92.0 kJ/mol
* HOMO-LUMO gap: 2.775 eV
* E_HOMO: -0.216 Eh
* molar mass: 441.4 u

***

- Among the records above, which one has the lowest molar mass?
  C5H8N